Entry 1:
C4H11NO | ωB97M-V/def2-TZVPD

Each line ends with the Löwdin spin population.
Element x y z (Å)
1 C -2.3717 1.3573 -0.5567  0.08
2 C -0.8163 -0.7500 -0.0697  0.05
3 N -1.1446 0.6450 -0.9167  0.70
4 H -2.6718 1.9102 -1.4274  0.02
5 H -3.2972 0.6108 -0.1585  0.00
6 H -2.2698 2.0383 0.4246  0.05
7 H -1.5293 -1.4910 -0.3098  0.00
8 H -0.9667 -0.3541 0.9162  0.04
9 H -0.4469 1.3305 -1.0155  0.02
10 C 1.6835 -0.2813 -0.0031  0.00
11 O 0.5120 -1.1327 -0.0656  0.04
12 C 2.2619 -0.1784 1.3603  0.00
13 H 2.3431 -0.8707 -0.7712  0.00
14 H 1.2367 0.8331 -0.2021  0.00
15 H 2.8555 -1.0459 1.7754  0.00
16 H 2.8169 0.7316 1.3965  0.00
17 H 1.3017 -0.0309 1.9287  0.00

Values from the calculation:
spin multiplicity = 2
frontier orbital gap (alpha / beta) = 11.6 / 6.9 eV
calculated total energy = -7852.4365 eV
E_HOMO (alpha / beta) = -14.9 / -14.8 eV
total charge = +1
energy above the lowest of the compared OMol25 structures with the same formula, charge and spin = 376.81 kJ/mol

=====

Entry 2:
H22O11Xe | ωB97M-V/def2-TZVPD

Each line ends with the Löwdin charge.
Element x y z (Å)
1 Xe 0.2758 -0.4910 -0.3401  0.44
2 O -0.7656 -3.8675 -0.4144  -0.10
3 H -1.1985 -3.7775 -1.2634  -0.02
4 H -1.2422 -3.2705 0.1624  -0.02
5 O 0.2133 -0.3438 3.3430  -0.07
6 H -0.6340 -0.4894 2.9222  -0.01
7 H 0.3940 0.5858 3.2034  0.05
8 O -3.1627 -0.5932 -2.3761  -0.05
9 H -3.1617 0.0030 -1.6273  0.00
10 H -2.9669 -0.0344 -3.1281  0.07
11 O 3.9070 -0.5437 -2.0145  -0.06
12 H 3.4570 -0.0088 -1.3605  -0.04
13 H 4.5667 -1.0267 -1.5168  0.03
14 O 2.5215 -1.9342 3.4763  -0.07
15 H 2.6415 -2.5022 2.7152  0.02
16 H 1.8230 -1.3325 3.2189  -0.04
17 O 3.4426 1.3163 0.4677  -0.06
18 H 4.2127 1.7801 0.1390  0.06
19 H 3.6494 1.1261 1.3828  0.07
20 O -2.3593 -0.1870 2.0129  -0.07
21 H -2.1275 0.3831 1.2797  -0.04
22 H -2.4408 -1.0576 1.6235  0.04
23 O -1.9042 -2.8963 -2.9234  -0.06
24 H -2.3816 -2.0833 -2.7582  -0.03
25 H -2.5709 -3.5061 -3.2394  0.05
26 O 1.7308 2.7078 -1.3110  -0.07
27 H 2.2719 2.2068 -0.7007  -0.03
28 H 1.9609 3.6214 -1.1415  0.05
29 O -3.0758 1.6061 -0.4138  -0.05
30 H -3.7536 1.7064 0.2546  0.06
31 H -2.3755 2.1964 -0.1359  0.01
32 O -0.5629 3.3182 0.3237  -0.06
33 H 0.2227 3.1140 -0.1836  -0.02
34 H -0.6072 4.2743 0.3232  0.04

Values from the calculation:
frontier orbital gap = 10.4 eV
calculated total energy = -31842.7208 eV
E_HOMO = -10.6 eV
energy above the lowest of the compared OMol25 structures with the same formula, charge and spin = 21.78 kJ/mol

=====

Entry 3:
C4H7NO | ωB97M-V/def2-TZVPD

Each line ends with the Löwdin charge.
Element x y z (Å)
1 C -0.7673 -0.4197 2.1765  0.06
2 N -0.9354 -0.4173 0.8811  -0.20
3 O -1.1913 0.5502 0.1290  -0.13
4 H -0.1060 -1.1014 2.6512  0.07
5 H -1.1474 0.3815 2.7506  0.07
6 H -0.6556 -1.3366 0.4912  0.15
7 C 0.9147 1.5775 -0.8622  0.00
8 C 0.6351 0.3859 -1.3060  -0.25
9 C 0.4708 -0.8079 -1.7977  -0.06
10 H 0.5742 1.7320 0.1806  0.07
11 H 1.4176 2.3124 -1.5097  0.07
12 H -0.3551 -1.2758 -2.4385  0.09
13 H 1.1455 -1.5809 -1.3461  0.06

Values from the calculation:
frontier orbital gap = 9.6 eV
calculated total energy = -7793.5394 eV
E_HOMO = -8.9 eV
SMILES = C=[NH+][O-].C=C=C
energy above the lowest of the compared OMol25 structures with the same formula, charge and spin = 589.05 kJ/mol

=====

Entry 4:
C9H14O | ωB97M-V/def2-TZVPD

Each line ends with the Löwdin charge.
Element x y z (Å)
1 C -0.1009 2.6103 -2.4719  -0.08
2 C -0.4563 1.4000 -1.6524  -0.25
3 C -1.4846 1.4662 -0.6277  -0.03
4 C -1.9666 0.3379 0.0010  -0.03
5 C -1.4072 -0.9240 -0.2332  -0.31
6 O -1.3694 -1.7989 0.8350  -0.02
7 C -0.3768 -0.9797 -1.1448  -0.08
8 C 0.1567 0.1271 -1.8196  -0.04
9 H -0.2715 2.4292 -3.5419  0.07
10 H 1.0053 2.8024 -2.3516  0.09
11 H -0.7452 3.5456 -2.4096  0.09
12 H -2.0418 2.3514 -0.3618  0.10
13 H -2.7925 0.5097 0.5758  0.08
14 H -0.7845 -2.6455 0.6840  0.16
15 H 0.0684 -1.9704 -1.4549  0.13
16 H 0.9188 -0.1596 -2.5008  0.10
17 C 1.1114 -0.7513 2.9034  -0.15
18 C 1.8865 -1.6059 1.7770  -0.14
19 H 0.9232 0.2804 2.3724  0.08
20 H 0.0887 -1.1274 3.1526  0.05
21 H 1.7537 -0.4392 3.8034  0.07
22 H 1.5440 -2.6058 1.9285  0.04
23 H 2.8805 -1.4877 1.8104  0.00
24 H 1.4600 -1.3648 0.7270  0.07

Values from the calculation:
frontier orbital gap = 9.0 eV
calculated total energy = -11605.3883 eV
E_HOMO = -8.2 eV
SMILES = Cc1ccc(O)cc1.CC
energy above the lowest of the compared OMol25 structures with the same formula, charge and spin = 216.94 kJ/mol